1.
18
Properties=species:S:1:pos:R:3 method="wB97M-V/def2-TZVPD" gap_ha=0.35578 smiles=CNCCN.O homo_ev=-8.72 total_energy_ev=-8332.681
N -1.82766 -0.85591 -0.96516
C -0.52380 -0.92338 -1.55241
C 0.62010 -0.12988 -0.86322
N 0.65999 -0.29337 0.57484
C 1.76112 0.36337 1.25746
H -2.08557 -1.18045 -0.06600
H -2.36930 -0.05493 -1.22364
H -0.15763 -1.95255 -1.58028
H -0.64163 -0.44985 -2.52336
H 1.57448 -0.45270 -1.30648
H 0.50572 0.93605 -1.10413
H 0.58519 -1.27129 0.81149
H 2.73670 0.05926 0.84219
H 1.63737 1.43869 1.19668
H 1.80663 0.04098 2.29568
H -0.76862 1.27774 1.07664
H -2.01450 2.10066 1.41017
O -1.49859 1.34754 1.71952


2.
18
Properties=species:S:1:pos:R:3 method="wB97M-V/def2-TZVPD" gap_ha="0.40340 / 0.12979" homo_ev="-14.15 / -13.21" multiplicity=2 total_energy_ev=-8322.391 charge=+1 s_squared=0.76
C 1.78933 -0.59349 -3.10997
C 0.54229 -0.12642 -2.96906
N -1.17159 2.43812 1.75730
H 2.08078 -1.59732 -3.38932
H -0.43864 0.71791 0.60826
H 2.64703 0.06849 -3.20083
H -0.27553 -0.83638 -2.89069
H 0.37558 0.87040 -2.58174
H -0.57906 2.31066 2.57763
H -1.39626 3.42068 1.86436
H -2.03090 1.91196 1.88557
N 0.21736 -0.99879 2.23809
C -0.16998 -1.22178 0.90185
O -0.84008 -0.12300 0.25468
H -0.55641 -0.69168 2.82546
H 0.95964 -0.31689 2.35551
H -0.79729 -2.10562 0.78338
H 0.70517 -1.38814 0.26127


3.
19
Properties=species:S:1:pos:R:3 method="wB97M-V/def2-TZVPD" gap_ha=0.33287 homo_ev=-8.46 total_energy_ev=-10379.412
C -1.64296 -1.70829 0.08388
C -1.19741 -0.52074 -0.72675
N 1.31666 1.17551 -0.30643
C 0.07603 1.33475 0.37549
N -0.92666 0.68437 0.01173
H -0.89321 -2.01878 0.82368
H -1.80575 -2.55945 -0.58366
H -2.52441 -1.47155 0.69191
H -1.68576 -0.23959 -1.64683
H -0.18524 -0.90708 -1.06809
H 1.07749 0.44839 -0.97232
H 2.10317 1.01974 0.31128
H 0.24982 1.89770 1.30608
H 0.72722 -1.54794 3.86165
H -0.38100 -2.31443 3.25738
O 0.00432 -1.43265 3.24896
H 2.42201 2.72706 -3.49554
H 1.68854 2.61541 -2.12632
O 1.57715 2.81757 -3.04610


4.
19
Properties=species:S:1:pos:R:3 method="wB97M-V/def2-TZVPD" gap_ha=0.34912 smiles=NC[C@@H](N)CO.O homo_ev=-8.85 total_energy_ev=-10379.750
N -0.06793 1.93774 -0.80962
C 0.04802 0.63643 -0.10989
C 0.37471 -0.47864 -1.06033
O -0.31149 -0.57302 -2.27646
C 1.17923 0.76281 1.01984
N 1.06978 -0.16297 2.19363
H 0.73577 2.45427 -1.11964
H -0.92074 2.10462 -1.40594
H -0.91536 0.52406 0.32218
H 1.43014 -0.31050 -1.32489
H 0.42340 -1.41587 -0.45063
H -0.14202 0.25114 -2.68365
H 2.14479 0.52001 0.54394
H 1.22586 1.76016 1.33389
H 0.20019 0.01995 2.73816
H 0.95855 -1.08512 1.85404
H -1.75912 -2.60584 0.55449
H -3.27096 -2.25339 0.56311
O -2.40283 -2.08584 0.11780


5.
19
Properties=species:S:1:pos:R:3 method="wB97M-V/def2-TZVPD" gap_ha="0.34653 / 0.17140" homo_ev="-13.55 / -13.55" multiplicity=2 total_energy_ev=-10369.490 charge=+1 s_squared=0.76
N -1.40195 -2.58137 1.08551
C -0.63737 -1.36863 0.50442
C 0.63218 -1.05190 1.31568
O 1.07993 -2.02540 2.38045
C -1.46789 -0.21713 0.34647
N -0.66412 0.89999 -0.20316
H -1.65145 -3.12112 0.24034
H -2.14372 -2.17022 1.63546
H -0.41779 -1.76444 -0.53204
H 0.48653 0.02236 1.58970
H 1.57887 -0.93006 0.67082
H 0.28082 -2.38177 2.77294
H -1.96899 0.21256 1.19718
H -2.28886 -0.36283 -0.36099
H 0.37660 1.07981 0.19654
H -1.14243 1.84521 -0.44058
H 2.52506 5.13988 -4.14654
H 3.54823 4.15169 -3.69319
O 3.27633 4.62338 -4.55899


6.
22
Properties=species:S:1:pos:R:3 method="wB97M-V/def2-TZVPD" gap_ha="0.39273 / 0.19268" homo_ev="-14.62 / -14.62" multiplicity=2 total_energy_ev=-16514.164 charge=+1 s_squared=0.76
O -1.44446 2.27892 -2.41998
C -1.35465 1.50300 -1.51955
N -1.96292 0.24567 -1.51313
C -1.46619 -0.85609 -0.85330
O -2.04048 -1.90644 -0.81227
C -0.71721 1.92795 -0.19448
N -1.06246 1.17042 0.96158
H -2.78410 0.10907 -2.08926
H -0.47063 -0.76371 -0.37682
H 0.37520 1.98964 -0.33055
H -1.02880 2.97938 -0.01337
H -2.07001 1.06096 1.11334
H -0.53146 1.44633 1.79231
H 2.71917 -0.57131 1.86750
H 2.58926 -2.02543 1.44900
O 2.65467 -1.13197 1.08276
H 2.47192 0.60987 -1.98899
H 2.37778 0.21676 -0.45305
O 2.19586 0.89495 -1.11542
H 0.37057 -3.47621 2.48073
H 0.29829 -2.60291 1.17766
O 0.88064 -3.09885 1.75529


7.
19
Properties=species:S:1:pos:R:3 method="wB97M-V/def2-TZVPD" gap_ha=0.33353 smiles=NCNCCS.O homo_ev=-8.39 total_energy_ev=-19168.012
C 0.45985 -0.03359 -0.42192
C 0.20227 -0.48081 -1.86291
S 1.81369 -0.60047 -2.69435
N -0.72082 -0.32628 0.38495
C -1.84638 0.61230 0.23255
N -2.11785 1.47444 1.35033
H 1.29507 -0.63239 -0.06716
H 0.78618 1.00555 -0.31150
H -0.53860 0.14840 -2.35122
H -0.20797 -1.47627 -1.79310
H 1.44003 -1.10874 -3.86457
H -0.46143 -0.52529 1.33797
H -1.61818 1.23341 -0.62061
H -2.73339 0.01726 0.06803
H -1.31077 1.99197 1.67540
H -2.65932 1.06755 2.09661
H 2.90030 -0.76017 1.49443
H 2.93602 -0.91767 3.04898
O 2.38131 -0.68920 2.29807


8.
19
Properties=species:S:1:pos:R:3 method="wB97M-V/def2-TZVPD" gap_ha=0.34147 smiles=NCNCCS.O homo_ev=-8.54 total_energy_ev=-19167.767
C 0.15056 -0.55878 -1.13805
C -0.74920 -1.80816 -1.02937
S 0.02240 -3.11398 -0.00745
N -0.60448 0.65553 -0.98071
C 0.23967 1.86102 -0.79993
N 0.49032 2.23889 0.56920
H 0.99169 -0.62279 -0.43216
H 0.66383 -0.63647 -2.10296
H -0.81337 -2.26346 -2.01638
H -1.76098 -1.58021 -0.70849
H -0.35912 -2.66776 1.21111
H -1.36195 0.65757 -0.32864
H 1.19975 1.60194 -1.25025
H -0.25313 2.63144 -1.39411
H 1.47298 2.20688 0.81985
H 0.11019 3.14936 0.82689
H 0.72882 0.02769 2.96016
H -0.53306 -0.92751 2.75376
O 0.36508 -0.85120 3.04753


9.
19
Properties=species:S:1:pos:R:3 method="wB97M-V/def2-TZVPD" gap_ha=0.31639 homo_ev=-7.92 total_energy_ev=-19165.920
N 1.56742 -1.88306 -0.77064
C 0.14826 -2.66418 0.59135
O -0.05530 -2.10933 1.71514
H 2.28909 -2.56076 -0.53803
H 1.02503 -2.32729 -1.55084
H -0.55994 -2.48701 -0.16358
H 0.81432 -3.57498 0.42788
C -0.05434 0.83804 0.69026
C -0.03563 1.36391 -0.79159
S -1.57670 2.37549 -1.04653
N 1.19815 0.02795 0.96890
H -0.86600 0.13587 0.90870
H -0.07703 1.66637 1.42053
H -0.03376 0.55723 -1.52828
H 0.80430 2.07623 -1.02479
H -1.86278 1.84382 -2.23143
H 1.03037 -0.56359 1.80600
H 2.04364 0.59195 1.03052
H 1.35361 -0.73185 0.13873


10.
19
Properties=species:S:1:pos:R:3 method="wB97M-V/def2-TZVPD" gap_ha=0.36474 smiles=NCNCCS.O homo_ev=-9.09 total_energy_ev=-19168.025
C -0.74978 0.47493 -0.40110
C -1.97110 -0.44162 -0.31088
S -3.42445 0.32850 0.43685
N 0.39712 -0.33382 -0.83311
C 1.66279 0.41299 -0.96326
N 2.09472 0.86909 0.36052
H -0.61392 0.98508 0.55253
H -0.89622 1.27041 -1.14266
H -2.15941 -0.69647 -1.35920
H -1.88029 -1.37978 0.22496
H -2.93510 0.39843 1.67976
H 0.18140 -0.58415 -1.79989
H 1.63950 1.29011 -1.61574
H 2.37951 -0.31852 -1.32320
H 1.84029 1.77067 0.75295
H 3.08471 0.71659 0.50554
H -0.10466 -2.11980 1.59324
H 1.04016 -1.13019 1.51032
O 0.41473 -1.51246 2.13239


11.
19
Properties=species:S:1:pos:R:3 method="wB97M-V/def2-TZVPD" gap_ha="0.36023 / 0.16360" homo_ev="-13.24 / -13.20" multiplicity=2 total_energy_ev=-19159.113 charge=+1 s_squared=0.75
N -1.38889 -0.21662 -1.92411
C -0.49107 0.05597 -0.75385
C 0.31314 -1.18048 -0.49427
S -0.61163 -2.75444 -0.55467
C 0.37947 1.27566 -0.95196
N -0.27708 2.52417 -0.56984
H -0.91393 -0.33871 -2.81208
H -1.78342 -2.48274 -1.21841
H -2.06200 0.53776 -1.87470
H -1.22632 0.25493 0.03423
H 0.91547 -1.12395 0.41048
H 1.07728 -1.45213 -1.25456
H 1.37501 1.16085 -0.49738
H 0.57082 1.45085 -2.02248
H -0.17886 2.70228 0.42757
H 0.15831 3.33706 -0.99160
H 1.26824 -1.19406 4.21221
H 1.55454 -1.65159 5.70460
O 1.32091 -0.90481 5.13085


12.
18
Properties=species:S:1:pos:R:3 method="wB97M-V/def2-TZVPD" gap_ha=0.43368 smiles="C[NH+]=P(C)(C)N" homo_ev=-14.74 total_energy_ev=-15568.484 charge=+1
C 1.65577 1.40205 0.77740
C -2.09801 -0.19049 0.27347
C 0.64786 -1.69714 0.01919
N -0.06978 0.25992 -1.80281
N 0.25308 1.07996 0.71757
P -0.31201 -0.14473 -0.19232
H 1.89211 1.26549 -0.29482
H 1.84155 2.44383 1.06364
H 2.40943 0.75392 1.24784
H -2.50157 0.77153 0.23813
H -2.38712 -0.72251 1.14980
H -2.64565 -0.80586 -0.52955
H 1.64525 -1.63984 -0.18093
H 0.11738 -2.52310 -0.47994
H 0.81582 -1.77247 1.07877
H -0.56990 1.04913 -2.16491
H -0.37647 -0.60559 -2.37662
H -0.31774 1.07591 1.45608


13.
18
Properties=species:S:1:pos:R:3 method="wB97M-V/def2-TZVPD" gap_ha="0.36614 / 0.27184" homo_ev="-14.08 / -13.10" total_energy_ev=-7764.451 charge=+1
C -1.47882 -1.45421 -0.43769
C -1.47849 1.77698 0.37467
C 1.68916 0.10801 0.49289
N 2.04835 0.29219 -0.92752
N 0.58308 -0.79947 0.69841
N -0.39482 -0.51122 -0.24848
H -2.42706 -1.05415 -0.65003
H -1.09064 -2.26170 -1.16311
H -1.77835 -1.89065 0.47055
H -1.56080 1.08777 1.19842
H -0.82988 2.55245 0.09684
H -2.46912 1.83078 0.01963
H 1.45767 1.04184 0.95901
H 2.48303 -0.19659 1.07445
H 2.61696 1.08464 -1.14319
H 2.33544 -0.61036 -1.23548
H 0.08436 -0.89239 1.55523
H 0.20994 -0.10394 -1.13461